No. 1
Here is 4 unconnected molecules or ions with the total composition C18H28BCl2F10NO6 from OMol25. Energies are from ωB97M-V with the def2-TZVPD basis set.

Summary:
DFT total energy: -3152.90108 hartree
charge: 0
lowest unoccupied orbital energy: 0.3 eV
SMILES string: C[C@H](Cl)[C@H](Cl)B(F)CCCN.CCOC(=O)C(F)(F)F.CCOC(=O)C(F)(F)F.CCOC(=O)C(F)(F)F

The geometry in XYZ format:
```
66
Properties=species:S:1:pos:R:3:nbo_charge:R:1
H 1.689 -6.014 -0.820 0.22
F -2.107 -2.556 1.413 -0.30
H -1.400 3.480 0.811 0.22
H -1.024 3.748 3.366 0.22
C 4.043 0.860 -5.294 0.90
H -0.092 2.487 2.536 0.23
O 2.153 0.373 -3.876 -0.57
O 0.453 -1.334 -0.607 -0.47
C 0.935 3.298 -3.381 -0.64
C -0.352 -1.300 0.433 0.70
C -1.465 -2.363 0.266 0.90
C 2.708 -0.883 0.211 -0.64
F 4.705 -0.045 -4.580 -0.30
H 1.175 0.578 -0.240 0.20
C 2.599 -8.065 1.027 0.69
H -0.509 -7.748 0.434 0.20
F 3.375 -10.087 0.021 -0.31
F 4.740 -9.029 1.325 -0.30
H 1.804 -0.277 -1.662 0.23
F 3.914 0.401 -6.547 -0.31
F -2.351 -1.951 -0.653 -0.31
H -3.085 6.008 3.669 0.25
H 3.040 -1.856 -0.152 0.22
H -4.148 2.950 1.550 0.17
C -3.632 5.472 2.894 -0.83
H -4.911 1.875 3.993 0.35
H -0.048 -5.720 -0.943 0.23
Cl 0.740 4.101 0.146 -0.09
C -1.273 5.551 1.336 -0.59
H -4.572 6.011 2.721 0.24
H 1.556 4.184 -3.506 0.22
C -0.248 3.562 2.621 -0.63
C 0.468 -7.272 0.434 -0.08
H 3.540 -0.184 0.127 0.23
C 0.800 2.556 -4.690 -0.08
H 1.380 2.664 -2.614 0.22
B -2.843 5.449 1.550 1.16
C -0.667 4.140 1.281 -0.17
H -3.061 3.529 3.704 0.19
F 3.046 -10.088 2.165 -0.31
H 0.204 1.650 -4.585 0.20
H -0.047 3.611 -3.028 0.23
H -5.003 1.149 2.537 0.36
F -3.511 5.223 0.416 -0.49
Cl -0.498 6.600 2.565 -0.06
F 4.765 1.983 -5.331 -0.31
H 0.364 3.178 -5.467 0.20
C -3.975 4.053 3.408 -0.38
C 3.464 -9.344 1.129 0.90
C 2.644 1.107 -4.684 0.70
O 2.995 -6.991 1.368 -0.54
H -5.605 3.794 2.049 0.18
H -1.084 6.041 0.381 0.26
C -4.763 3.200 2.422 -0.22
C 0.711 -6.493 -0.837 -0.64
F -0.963 -3.537 -0.140 -0.32
H 2.440 -0.972 1.263 0.22
O -0.310 -0.566 1.377 -0.56
H 0.676 4.022 2.964 0.23
H 0.659 -7.150 -1.705 0.22
O 2.106 2.192 -5.206 -0.47
C 1.547 -0.377 -0.612 -0.09
O 1.402 -8.373 0.559 -0.48
H 0.555 -6.640 1.317 0.20
H -4.578 4.158 4.317 0.21
N -5.268 1.976 3.052 -0.84
```

***

No. 2
Here is 2 unconnected molecules or ions with the total composition C2H3ClO4S at a distorted geometry from OMol25. Energies are from ωB97M-V with the def2-TZVPD basis set.

Summary:
DFT total energy: -1237.29700 hartree
charge: 0
lowest unoccupied orbital energy: 0.1 eV
relative energy (zero: lowest compared OMol25 entry of this formula, charge and spin): 17.86 kcal per mole

The geometry in XYZ format:
```
11
Properties=species:S:1:pos:R:3:nbo_charge:R:1
S -2.476 -0.147 -0.097 2.32
O -3.692 0.265 0.482 -0.87
Cl -2.753 -2.187 -0.305 -0.23
H 0.695 -0.568 1.209 0.21
H 0.033 -1.242 -0.175 0.21
O -1.256 0.089 0.856 -0.68
H 0.532 0.448 -0.179 0.21
O -2.577 3.227 0.524 -0.49
C 0.067 -0.266 0.363 -0.26
O -2.165 0.292 -1.434 -0.90
C -1.630 2.628 0.340 0.48
```

***

No. 3
Here is 2 unconnected molecules or ions with the total composition C9H16NO6P2S at a distorted geometry from OMol25. Energies are from ωB97M-V with the def2-TZVPD basis set.

Summary:
DFT total energy: -1939.08896 hartree
charge: +1
lowest unoccupied orbital energy: -4.6 eV

The geometry in XYZ format:
```
35
Properties=species:S:1:pos:R:3:nbo_charge:R:1
C 3.924 -0.357 1.155 0.07
P -0.171 1.050 -1.114 0.54
H -3.163 -0.061 -2.221 0.27
S -5.407 0.327 -1.115 2.09
C 2.696 -2.277 1.956 -0.21
C 2.712 -1.044 1.301 -0.22
C -1.607 2.078 -0.388 -0.70
H -3.766 2.865 -0.991 0.27
H -3.071 -0.023 -0.304 0.28
C 3.881 -2.816 2.460 -0.15
H -1.922 1.737 0.708 0.31
H 0.716 -1.850 -1.541 0.06
O -5.663 -0.809 -0.049 -0.84
H 1.023 1.356 -0.320 0.19
P -0.450 -1.112 -1.036 1.06
H -1.567 -1.518 -1.899 0.03
O -0.728 -1.631 0.455 -0.99
C 5.117 -0.901 1.651 -0.19
C -3.547 0.502 -1.250 -0.66
C 5.089 -2.134 2.306 -0.20
H -0.018 1.454 -2.503 0.10
H 3.864 -3.775 2.977 0.24
H -6.390 2.352 -1.308 0.52
H 1.760 -2.817 2.078 0.24
O -5.927 -0.220 -2.473 -0.84
O 2.863 1.413 0.093 -0.47
O -6.227 1.711 -0.548 -0.82
N 3.943 0.950 0.488 0.52
H -1.230 3.203 -0.350 0.30
H 6.066 -0.381 1.539 0.26
O 5.038 1.518 0.361 -0.31
C -2.994 2.043 -1.321 -0.43
H -2.635 2.364 -2.414 0.23
H 1.779 -0.636 0.917 0.21
H 6.008 -2.561 2.700 0.24
```

***

No. 4
Here is 2 unconnected molecules or ions with the total composition C6H12P2 at a distorted geometry from OMol25. Energies are from ωB97M-V with the def2-TZVPD basis set.

Summary:
DFT total energy: -918.37866 hartree
charge: 0
lowest unoccupied orbital energy: 0.2 eV
relative energy (zero: lowest compared OMol25 entry of this formula, charge and spin): 44.43 kcal per mole
SMILES string: CCC1=P#[PH]1.C=CC

The geometry in XYZ format:
```
20
Properties=species:S:1:pos:R:3:nbo_charge:R:1
H -2.268 1.700 1.778 0.24
C 0.994 -0.973 -0.767 -0.18
H -0.276 2.702 1.175 0.22
H 0.940 -0.209 -2.712 0.21
H -1.622 0.216 2.499 0.23
C -1.439 0.986 1.712 -0.49
H 1.707 -0.329 -0.393 0.19
H -3.119 -2.178 0.298 -0.07
H 1.816 -1.802 -2.595 0.22
H 0.638 1.094 1.068 0.21
P -1.933 0.245 -1.130 0.46
P -3.401 -0.792 0.093 0.20
C -0.147 1.738 1.612 -0.61
C 0.149 -1.601 0.101 -0.40
H -0.535 -2.389 0.035 0.20
H 0.123 -1.729 -2.685 0.22
C 0.980 -1.239 -2.268 -0.66
H 0.343 1.823 2.577 0.22
H 0.368 -1.319 1.117 0.18
C -1.908 0.232 0.513 -0.60
```

***

No. 5
Here is a gas-phase ion, C4H10NO2 (charge -1) from OMol25. Energies are from ωB97M-V with the def2-TZVPD basis set.

Summary:
DFT total energy: -363.60719 hartree
charge: -1
lowest unoccupied orbital energy: 3.4 eV
relative energy (zero: lowest compared OMol25 entry of this formula, charge and spin): 73.57 kcal per mole
SMILES string: [O-]CCCNCO

The geometry in XYZ format:
```
17
Properties=species:S:1:pos:R:3:nbo_charge:R:1
H 0.209 -2.364 0.558 0.17
H -0.978 -0.432 1.444 0.36
H 0.882 1.462 0.142 0.05
H 1.547 -0.442 1.500 0.17
C -1.659 0.167 -0.383 0.09
H 1.132 0.557 -1.336 0.04
C 1.613 0.741 -0.333 0.01
H -1.873 -0.352 -1.325 0.13
H 2.351 -1.188 0.131 0.20
H -3.523 -0.025 -0.107 0.46
O -2.891 0.646 0.177 -0.73
O 2.854 1.213 -0.390 -0.94
H 0.142 -1.563 -1.002 0.18
N -1.079 -0.801 0.506 -0.67
C 0.209 -1.390 0.074 -0.22
C 1.463 -0.614 0.419 -0.46
H -1.030 1.019 -0.631 0.17
```

***

No. 6
Here is a molecular structure, C4H10O2Tb at a distorted geometry from OMol25. Energies are from ωB97M-V with the def2-TZVPD basis set.

Summary:
DFT total energy: -1132.02920 hartree
charge: +3
2S+1: 7
lowest unoccupied orbital energy (alpha / beta): -15.5 / -15.8 eV
relative energy (zero: lowest compared OMol25 entry of this formula, charge and spin): 0.00 kcal per mole

The geometry in XYZ format:
```
17
Properties=species:S:1:pos:R:3:mulliken_spin:R:1
C -2.101 1.190 -1.245 -0.01
H -0.391 -0.983 -1.589 0.00
H -0.163 -0.991 1.488 0.00
O -0.935 0.717 -0.556 -0.10
H 2.058 -0.866 2.194 0.00
H -1.704 -1.190 -0.372 0.00
H 0.595 -2.121 0.313 0.00
H -2.173 0.704 -2.226 0.00
H 2.420 1.011 1.638 0.01
C 0.251 -1.093 0.477 0.02
O 1.407 -0.237 0.333 -0.04
H -1.991 2.271 -1.375 0.01
H 3.358 -0.390 0.845 0.00
H -2.980 0.976 -0.625 0.00
Tb 0.726 2.010 -0.016 6.13
C 2.366 -0.305 1.304 -0.01
C -0.744 -0.703 -0.588 0.00
```